Entry 1:
This record from OMol25 describes 3 unconnected molecules or ions with the total composition C35H58BNO11 in a non-equilibrium geometry. The level of theory is ωB97M-V/def2-TZVPD.

Each line ends with the Löwdin charge.
Positions of all 106 atoms, in Å:
C -7.771 4.748 7.019  -0.10
C -8.977 3.874 7.421  -0.27
C -9.597 3.135 6.221  -0.22
C -8.636 2.156 5.500  -0.20
C -7.650 1.420 6.443  -0.21
C -7.200 0.064 5.856  -0.20
C -5.908 0.210 4.996  -0.19
C -5.023 -1.063 5.047  -0.21
C -3.552 -0.746 5.420  -0.20
C -2.724 -0.246 4.200  -0.20
C -1.302 -0.862 4.216  -0.19
C -1.260 -2.154 3.352  -0.20
C 0.075 -2.318 2.582  -0.19
C -0.046 -1.729 1.136  -0.19
C 0.854 -2.516 0.152  -0.21
C 2.255 -1.867 0.037  -0.20
C 2.188 -0.546 -0.770  -0.20
C 3.454 -0.297 -1.630  -0.19
C 3.420 -1.240 -2.838  -0.19
C 4.643 -1.128 -3.773  -0.12
C 5.109 0.283 -4.033  -0.10
C 4.458 1.206 -4.764  -0.07
C 3.103 0.869 -5.381  0.01
B 2.362 2.038 -6.156  -0.60
O 2.455 3.369 -5.816  0.17
O 1.569 1.655 -7.245  0.14
C 5.153 2.523 -4.931  -0.25
O 5.193 3.158 -5.950  0.14
C 5.909 3.048 -3.720  -0.17
O 5.964 4.377 -3.453  0.10
C 6.540 2.124 -2.990  -0.12
O 7.302 2.520 -1.914  0.01
N 7.421 1.501 -0.917  0.02
O 7.456 1.983 0.140  0.11
C 6.437 0.671 -3.410  -0.28
O 7.323 -0.119 -3.254  0.14
H -6.821 4.291 7.299  0.06
H -7.764 4.937 5.942  0.07
H -7.824 5.724 7.506  0.06
H -9.777 4.483 7.854  0.10
H -8.684 3.184 8.214  0.09
H -9.941 3.886 5.502  0.10
H -10.480 2.585 6.557  0.10
H -8.077 2.660 4.707  0.11
H -9.225 1.374 5.010  0.10
H -6.788 2.066 6.616  0.09
H -8.161 1.243 7.393  0.10
H -6.983 -0.639 6.663  0.10
H -7.983 -0.326 5.203  0.10
H -5.359 1.085 5.354  0.10
H -6.181 0.372 3.950  0.11
H -5.014 -1.565 4.077  0.10
H -5.395 -1.755 5.807  0.10
H -3.508 0.039 6.178  0.11
H -3.121 -1.673 5.807  0.10
H -2.674 0.847 4.204  0.10
H -3.255 -0.531 3.289  0.09
H -1.013 -1.144 5.228  0.10
H -0.587 -0.135 3.817  0.10
H -2.089 -2.211 2.645  0.10
H -1.340 -3.015 4.022  0.10
H 0.834 -1.716 3.089  0.11
H 0.358 -3.358 2.525  0.07
H 0.285 -0.689 1.197  0.10
H -1.085 -1.729 0.801  0.10
H 0.916 -3.570 0.433  0.09
H 0.378 -2.491 -0.837  0.10
H 2.910 -2.611 -0.426  0.10
H 2.631 -1.690 1.049  0.11
H 2.019 0.261 -0.058  0.11
H 1.326 -0.633 -1.440  0.11
H 4.329 -0.475 -0.998  0.12
H 3.395 0.750 -1.945  0.11
H 3.426 -2.262 -2.447  0.11
H 2.464 -1.152 -3.359  0.10
H 4.429 -1.622 -4.726  0.12
H 5.455 -1.695 -3.314  0.12
H 3.244 0.017 -6.048  0.13
H 2.450 0.593 -4.547  0.11
H 1.846 3.865 -6.368  0.11
H 1.589 2.325 -7.933  0.10
H 6.841 4.701 -3.675  0.13
O 0.019 -5.234 3.723  0.12
C -0.149 -6.020 2.839  -0.49
O -1.277 -6.052 2.090  0.03
C -1.233 -7.164 1.180  -0.15
C 0.243 -7.499 1.029  -0.16
C 0.794 -7.122 2.401  -0.07
H -1.804 -7.988 1.614  0.13
H -1.697 -6.873 0.240  0.12
H 0.422 -8.534 0.745  0.12
H 0.690 -6.859 0.265  0.12
H 0.722 -7.945 3.114  0.13
H 1.816 -6.757 2.354  0.13
O 4.141 2.603 -11.775  0.12
C 4.871 3.077 -10.955  -0.49
O 5.246 4.379 -10.966  0.02
C 6.204 4.626 -9.921  -0.15
C 5.982 3.514 -8.908  -0.16
C 5.537 2.359 -9.798  -0.07
H 7.205 4.601 -10.357  0.13
H 6.028 5.615 -9.503  0.12
H 6.863 3.298 -8.307  0.12
H 5.176 3.785 -8.230  0.10
H 6.381 1.785 -10.184  0.13
H 4.833 1.698 -9.300  0.12

**Electronic energy**: -61923.3632 eV
**LUMO level**: -0.8 eV
**HOMO**: -9.62 eV
**Net charge**: 0
**SMILES**: CCCCCCCCCCCCCCCCCCCCC1=C(CB(O)O)C(=O)C(O)=C(ON=O)C1=O.O=C1CCCO1.O=C1CCCO1

Entry 2:
This record from OMol25 describes 6 unconnected molecules or ions with the total composition C35H58N2O19 in a non-equilibrium geometry. The level of theory is ωB97M-V/def2-TZVPD.

Each line ends with the Löwdin charge.
Positions of all 114 atoms, in Å:
C -0.378 -0.767 -0.118  -0.06
C -0.568 -0.105 -1.474  -0.24
N -0.024 -0.870 -2.580  0.03
C 1.339 -1.237 -2.499  -0.33
O 1.661 -2.389 -1.737  0.09
C 2.751 -2.146 -0.990  -0.49
O 2.990 -2.666 0.011  0.17
C 3.563 -1.122 -1.777  -0.17
C 4.284 -1.844 -2.901  -0.14
C 5.739 -2.102 -2.567  -0.20
C 5.883 -3.027 -1.368  -0.20
C 7.324 -3.466 -1.126  -0.27
N 7.474 -4.918 -1.005  -0.01
C 2.396 -0.196 -2.128  -0.22
C 2.678 0.824 -3.192  -0.13
C 2.748 2.284 -2.730  -0.13
C 3.444 2.396 -1.398  -0.19
O 4.070 3.678 -1.255  0.03
C 4.958 3.728 -0.256  -0.60
C 4.716 2.971 1.006  0.03
O 5.893 4.385 -0.371  0.17
H -0.330 -1.836 -0.239  0.08
H 0.522 -0.467 0.380  0.07
H -1.213 -0.546 0.518  0.06
H -0.091 0.870 -1.421  0.10
H -1.607 0.093 -1.598  0.08
H -0.170 -0.402 -3.455  0.12
H 1.582 -1.488 -3.528  0.16
H 4.255 -0.706 -1.069  0.14
H 3.820 -2.804 -3.070  0.13
H 4.262 -1.310 -3.836  0.11
H 6.242 -1.178 -2.348  0.12
H 6.205 -2.561 -3.421  0.11
H 5.532 -2.477 -0.519  0.09
H 5.234 -3.865 -1.540  0.11
H 7.968 -3.169 -1.927  0.10
H 7.672 -3.079 -0.194  0.10
H 7.044 -5.377 -1.790  0.06
H 7.029 -5.237 -0.164  0.06
H 2.083 0.160 -1.156  0.13
H 3.616 0.602 -3.660  0.11
H 1.957 0.776 -3.986  0.12
H 1.741 2.644 -2.641  0.11
H 3.274 2.864 -3.457  0.12
H 2.721 2.211 -0.632  0.12
H 4.215 1.650 -1.380  0.12
H 3.748 3.247 1.380  0.09
H 5.489 3.161 1.713  0.09
H 4.666 1.910 0.861  0.07
C 1.978 -3.377 2.894  -0.01
C 2.870 -2.864 4.004  -0.31
C 4.263 -3.450 3.979  -0.09
O 4.638 -3.419 5.365  0.07
C 3.504 -3.472 6.099  -0.57
O 3.462 -3.658 7.268  0.16
O 2.410 -3.286 5.315  0.05
H 1.021 -2.852 2.876  0.08
H 2.475 -3.231 1.930  0.06
H 1.754 -4.434 3.040  0.10
H 2.898 -1.771 3.998  0.16
H 4.956 -2.862 3.384  0.14
H 4.282 -4.486 3.635  0.14
C -0.301 -2.312 8.552  -0.01
C -1.103 -2.076 7.297  -0.32
C -0.267 -1.819 6.068  -0.10
O -1.128 -0.974 5.283  0.06
C -1.947 -0.325 6.147  -0.58
O -2.640 0.593 5.856  0.16
O -1.866 -0.856 7.384  0.09
H -0.954 -2.602 9.374  0.09
H 0.435 -3.101 8.401  0.09
H 0.211 -1.400 8.858  0.09
H -1.802 -2.900 7.134  0.16
H -0.025 -2.730 5.531  0.13
H 0.654 -1.275 6.283  0.14
C -6.906 -0.266 0.344  -0.02
C -5.933 -0.154 -0.804  -0.31
C -4.476 -0.161 -0.397  -0.09
O -3.863 0.627 -1.434  0.03
C -4.815 1.467 -1.913  -0.58
O -4.597 2.386 -2.633  0.16
O -6.040 1.127 -1.457  0.08
H -7.925 -0.370 -0.029  0.09
H -6.677 -1.131 0.965  0.09
H -6.881 0.631 0.959  0.09
H -6.138 -0.928 -1.548  0.16
H -4.052 -1.162 -0.376  0.14
H -4.292 0.322 0.560  0.13
C -3.714 5.069 1.750  -0.02
C -2.606 4.550 0.867  -0.32
C -2.569 3.048 0.731  -0.09
O -1.174 2.791 0.512  0.06
C -0.479 3.803 1.086  -0.56
O 0.695 3.794 1.258  0.16
O -1.307 4.815 1.440  0.09
H -3.754 6.156 1.714  0.09
H -4.680 4.678 1.431  0.09
H -3.539 4.790 2.789  0.10
H -2.647 5.034 -0.113  0.16
H -3.160 2.685 -0.104  0.12
H -2.879 2.530 1.644  0.14
C -7.367 2.797 -4.554  -0.02
C -6.986 2.229 -5.897  -0.33
C -7.093 3.207 -7.044  -0.10
O -7.388 2.348 -8.155  0.06
C -8.005 1.241 -7.664  -0.56
O -8.554 0.427 -8.325  0.17
O -7.908 1.201 -6.310  0.08
H -7.157 2.080 -3.764  0.07
H -6.809 3.708 -4.343  0.09
H -8.435 3.012 -4.514  0.09
H -5.988 1.786 -5.850  0.16
H -6.171 3.755 -7.218  0.14
H -7.916 3.916 -6.924  0.14

**Electronic energy**: -79119.5651 eV
**LUMO level**: 0.1 eV
**HOMO**: -9.35 eV
**Net charge**: 0
**SMILES**: CCN[C@@H]1OC(=O)[C@@H](CCCCN)[C@H]1CCCOC(C)=O.C[C@@H]1COC(=O)O1.C[C@@H]1COC(=O)O1.C[C@@H]1COC(=O)O1.C[C@@H]1COC(=O)O1.C[C@@H]1COC(=O)O1

Entry 3:
This record from OMol25 describes 9 unconnected molecules or ions with the total composition C35H58NO15 in a non-equilibrium geometry. The level of theory is ωB97M-V/def2-TZVPD.

Each line ends with the Löwdin charge.
Positions of all 109 atoms, in Å:
C 0.462 -0.572 -0.099  -0.01
N 0.987 0.859 -0.349  -0.29
C 0.681 1.237 -1.796  0.04
C 0.500 1.889 0.656  0.04
C 2.430 0.642 -0.160  -0.13
C 3.291 1.921 -0.163  -0.24
O 4.608 1.641 0.209  -0.01
H -0.557 -0.732 -0.220  0.03
H 0.544 -0.971 0.971  0.13
H 0.912 -1.437 -0.759  0.14
H 1.113 2.180 -2.185  0.12
H -0.406 1.318 -1.781  0.09
H 1.037 0.548 -2.537  0.10
H -0.500 1.700 0.731  0.06
H 0.578 2.877 0.212  0.10
H 0.927 1.771 1.626  0.11
H 2.853 -0.153 -1.049  0.20
H 2.699 0.032 0.659  0.12
H 2.923 2.705 0.470  0.12
H 3.239 2.326 -1.055  0.06
H 5.162 2.337 -0.111  0.09
C -2.916 1.746 2.496  0.10
C -3.176 0.308 2.177  -0.07
C -4.446 0.012 1.468  -0.35
O -4.711 -1.166 1.164  0.10
C -5.409 1.016 1.169  0.10
C -5.099 2.417 1.524  -0.15
C -3.887 2.811 2.215  -0.32
O -3.640 3.957 2.692  0.06
O -6.051 3.391 1.350  0.09
O -2.305 -0.777 2.464  0.09
H -2.056 1.979 3.055  0.10
H -6.419 0.881 1.053  0.10
H -5.814 4.181 1.854  0.12
H -2.690 -1.572 2.247  0.01
C 5.365 -2.123 -5.016  0.09
C 6.260 -1.824 -6.138  -0.14
C 6.777 -0.461 -6.369  -0.46
O 7.651 -0.220 -7.148  0.16
C 6.087 0.551 -5.720  0.11
C 5.063 0.239 -4.604  -0.04
C 4.673 -1.130 -4.210  -0.38
O 4.006 -1.447 -3.243  0.11
O 4.493 1.380 -3.959  0.03
O 6.929 -2.845 -6.862  0.05
H 5.188 -3.226 -4.873  0.14
H 6.419 1.461 -6.130  0.11
H 4.919 2.234 -3.953  0.10
H 7.031 -2.269 -7.705  0.15
C -1.154 6.203 -0.134  -0.03
C -2.043 5.057 -0.651  -0.49
O -1.446 4.052 -0.976  0.04
C -3.459 5.223 -1.004  -0.02
H -0.967 7.133 -0.890  0.14
H -0.133 5.880 -0.014  0.06
H -1.706 6.715 0.799  0.12
H -4.215 4.365 -1.154  0.11
H -3.929 5.919 -1.768  0.13
H -3.697 5.600 -0.122  0.01
C -3.231 -5.249 1.271  -0.01
C -2.264 -4.187 1.465  -0.39
O -2.289 -3.627 2.603  0.01
C -1.251 -3.968 0.305  0.02
H -3.744 -5.468 2.058  0.02
H -2.765 -6.250 1.096  0.12
H -3.726 -4.972 0.331  0.12
H -1.536 -3.189 -0.310  0.05
H -0.903 -4.814 -0.241  0.08
H -0.411 -3.474 0.696  0.03
C 2.446 -5.021 -1.934  -0.01
C 2.220 -4.916 -0.469  -0.48
O 2.212 -3.827 0.092  0.03
C 2.062 -6.166 0.404  0.00
H 3.108 -5.846 -2.028  0.07
H 2.764 -4.182 -2.421  0.04
H 1.572 -5.479 -2.580  0.14
H 2.970 -6.627 0.032  0.08
H 1.173 -6.715 0.302  0.06
H 2.037 -6.005 1.544  0.10
C -0.755 5.551 3.437  -0.01
C 0.461 4.871 4.020  -0.33
O 0.870 3.829 3.391  -0.01
C 0.987 5.342 5.438  0.01
H -1.504 5.378 4.036  0.03
H -1.099 4.913 2.635  0.07
H -0.561 6.518 3.208  0.06
H 1.206 6.352 5.386  0.05
H 1.984 4.943 5.638  0.09
H 0.339 5.090 6.205  0.06
C -3.769 1.629 -2.311  0.00
C -3.635 0.120 -2.028  -0.46
O -2.633 -0.419 -1.700  0.07
C -4.869 -0.745 -2.455  -0.03
H -2.954 2.148 -2.008  0.02
H -4.646 1.904 -1.739  0.08
H -4.090 2.013 -3.206  0.06
H -4.632 -1.765 -2.669  0.05
H -5.364 -0.547 -3.527  0.13
H -5.729 -0.797 -1.733  0.08
C 0.921 -3.091 3.830  0.01
C 1.324 -4.567 4.040  -0.46
O 2.459 -4.986 4.348  0.04
C 0.238 -5.551 4.024  -0.04
H 0.352 -2.895 4.697  0.08
H 0.253 -2.961 2.931  0.07
H 1.828 -2.588 3.696  0.06
H -0.746 -5.050 4.165  0.08
H 0.224 -6.412 4.662  0.08
H 0.144 -6.040 3.060  0.07

**Electronic energy**: -69418.6712 eV
**LUMO level**: -4.4 eV
**Energy relative to the best compared isomer or geometry (same formula, charge and spin)**: 0.00 kcal per mole
**HOMO**: -10.94 eV
**Net charge**: +1

Entry 4:
This record from OMol25 describes a molecular structure, C35H59AsBaF6N2O9PSSe in a non-equilibrium geometry. The level of theory is ωB97M-V/def2-TZVPD.

Each line ends with the Löwdin charge.
Positions of all 116 atoms, in Å:
Ba 1.685 0.736 -1.951  1.87
C -5.836 2.672 1.636  -0.06
C -4.914 3.902 1.623  -0.56
C -5.359 4.844 0.495  -0.06
C -5.094 4.638 2.951  -0.08
C -3.471 3.460 1.397  -0.20
C -3.126 2.762 0.241  -0.10
C -1.843 2.305 0.032  -0.41
Se -1.528 1.213 -1.512  1.05
C -1.796 -0.491 -0.651  -0.39
C -3.124 -0.881 -0.528  -0.09
C -3.495 -1.992 0.208  -0.20
C -2.463 -2.660 0.870  -0.01
C -1.127 -2.309 0.787  -0.09
C -0.718 -1.240 -0.096  -0.40
O 0.523 -0.993 -0.355  -0.35
C -0.094 -3.083 1.612  -0.53
C 0.935 -2.139 2.254  -0.05
C -0.743 -3.872 2.758  -0.08
C 0.618 -4.088 0.702  -0.06
C -4.940 -2.458 0.365  -0.56
C -5.911 -1.589 -0.436  -0.07
C -5.078 -3.906 -0.129  -0.06
C -5.355 -2.393 1.842  -0.06
C -0.766 2.504 0.962  -0.40
O 0.385 2.004 0.746  -0.19
C -1.125 3.252 2.138  -0.09
C -2.442 3.669 2.309  -0.02
C -0.167 3.527 3.315  -0.53
C 1.316 3.270 3.029  -0.07
C -0.269 4.999 3.756  -0.07
C -0.569 2.627 4.495  -0.05
H -6.881 2.968 1.782  0.07
H -5.549 1.991 2.440  0.09
H -5.766 2.120 0.697  0.07
H -6.396 5.163 0.640  0.07
H -5.286 4.354 -0.477  0.07
H -4.722 5.731 0.468  0.09
H -6.140 4.933 3.071  0.07
H -4.480 5.541 2.992  0.08
H -4.824 4.004 3.798  0.08
H -3.874 2.538 -0.513  0.09
H -3.868 -0.263 -1.013  0.08
H -2.733 -3.496 1.504  0.09
H 0.438 -1.454 2.947  0.09
H 1.448 -1.546 1.503  0.06
H 1.664 -2.729 2.820  0.07
H -1.398 -3.234 3.355  0.09
H 0.042 -4.263 3.410  0.07
H -1.325 -4.726 2.402  0.07
H 1.124 -3.555 -0.096  0.02
H -0.102 -4.785 0.263  0.09
H 1.363 -4.663 1.265  0.07
H -5.668 -1.599 -1.500  0.09
H -5.891 -0.553 -0.093  0.07
H -6.930 -1.966 -0.313  0.08
H -4.792 -3.977 -1.180  0.09
H -6.110 -4.256 -0.023  0.07
H -4.431 -4.578 0.438  0.07
H -5.261 -1.372 2.216  0.08
H -4.720 -3.033 2.458  0.07
H -6.393 -2.719 1.969  0.07
H -2.682 4.184 3.231  0.08
H 1.678 3.905 2.218  0.08
H 1.502 2.238 2.749  0.08
H 1.889 3.514 3.931  0.07
H -0.037 5.661 2.919  0.09
H 0.447 5.196 4.560  0.07
H -1.262 5.260 4.126  0.06
H -0.477 1.577 4.212  0.09
H -1.605 2.805 4.794  0.07
H 0.077 2.812 5.360  0.07
N 3.995 -0.849 -5.765  0.13
C 2.919 -0.409 -5.367  -0.28
H 4.285 -0.551 -6.700  0.07
N 2.788 2.887 -0.350  -0.05
H 3.729 2.964 0.013  0.02
H 2.096 2.758 0.390  -0.03
H 2.582 3.754 -0.833  0.03
F 4.079 1.395 -3.011  -0.40
As 5.065 2.685 -3.739  0.72
F 3.803 3.813 -3.381  -0.25
F 5.768 2.983 -2.173  -0.26
F 6.024 3.934 -4.460  -0.26
F 6.304 1.507 -4.047  -0.25
F 4.349 2.334 -5.268  -0.24
O -0.320 1.075 -5.989  -0.27
S 0.673 0.807 -5.001  0.37
O 1.222 1.945 -4.286  -0.46
O 0.438 -0.313 -4.098  -0.47
O 1.947 0.275 -5.968  -0.14
C 5.673 -3.769 0.818  -0.09
C 4.683 -4.440 -0.116  -0.32
O 4.402 -3.653 -1.271  -0.31
P 3.443 -2.320 -1.024  0.87
O 4.497 -1.100 -1.065  -0.34
C 5.572 -1.052 -2.045  -0.27
C 6.778 -0.425 -1.389  -0.07
O 2.910 -2.139 -2.562  -0.37
C 1.919 -3.061 -3.054  -0.28
C 2.563 -4.036 -4.016  -0.07
H 5.852 -4.406 1.688  0.07
H 5.290 -2.810 1.170  0.07
H 6.623 -3.592 0.311  0.07
H 3.753 -4.668 0.413  0.09
H 5.095 -5.378 -0.493  0.11
H 5.238 -0.455 -2.887  0.08
H 5.776 -2.063 -2.396  0.11
H 6.532 0.575 -1.032  0.07
H 7.581 -0.330 -2.121  0.08
H 7.130 -1.029 -0.548  0.06
H 1.160 -2.460 -3.551  0.09
H 1.441 -3.576 -2.216  0.10
H 3.043 -3.488 -4.827  0.06
H 1.803 -4.699 -4.437  0.07
H 3.318 -4.637 -3.508  0.06

**Electronic energy**: -221979.4765 eV
**<S²>**: 0.75
**LUMO level (alpha / beta)**: 3.9 / 3.9 eV
**Energy relative to the best compared isomer or geometry (same formula, charge and spin)**: 14.47 kcal per mole
**HOMO (alpha / beta)**: -2.14 / -2.14 eV
**Net charge**: -2
**2S+1**: 2